(1)
{"formula": "C28H21N3ORuS4", "method": "ωB97M-V/def2-TZVPD", "symbols": ["Ru", "C", "C", "C", "C", "C", "H", "H", "H", "H", "H", "N", "C", "C", "C", "C", "C", "C", "N", "C", "C", "C", "S", "C", "N", "H", "H", "H", "H", "H", "H", "H", "O", "C", "C", "C", "C", "C", "S", "C", "C", "C", "C", "S", "C", "C", "C", "C", "S", "H", "H", "H", "H", "H", "H", "H", "H", "H"], "xyz": [[-0.156, -0.175, -0.252], [0.484, 2.096, 0.419], [-0.853, 2.164, 0.872], [-1.703, 2.080, -0.253], [-0.898, 1.997, -1.410], [0.460, 2.002, -0.999], [1.369, 2.249, 1.019], [-1.178, 2.339, 1.884], [-2.776, 2.188, -0.233], [-1.250, 2.023, -2.428], [1.323, 2.079, -1.644], [2.211, -2.762, 2.381], [2.912, -3.145, 1.262], [3.792, -4.186, 1.008], [4.250, -4.318, -0.288], [3.867, -3.427, -1.298], [3.019, -2.371, -1.050], [2.520, -2.250, 0.241], [1.599, -1.374, 0.755], [1.422, -1.717, 2.017], [0.365, -1.149, 2.817], [0.237, -1.103, 4.180], [-1.262, -0.399, 4.614], [-1.624, -0.214, 2.944], [-0.700, -0.625, 2.134], [2.253, -3.196, 3.289], [4.089, -4.864, 1.793], [4.911, -5.137, -0.532], [4.261, -3.570, -2.290], [2.707, -1.664, -1.803], [0.944, -1.414, 4.923], [-2.550, 0.219, 2.618], [0.531, -0.969, -2.281], [-0.507, -1.711, -2.764], [-1.344, -2.113, -1.559], [-2.373, -1.410, -0.949], [-2.772, -2.010, 0.280], [-2.030, -3.106, 0.595], [-0.842, -3.468, -0.601], [-0.012, -2.886, -3.577], [-0.679, -3.954, -4.116], [0.167, -4.765, -4.895], [1.447, -4.293, -4.948], [1.648, -2.851, -4.050], [-1.246, -0.902, -3.814], [-2.485, -1.014, -4.379], [-2.678, -0.084, -5.420], [-1.581, 0.698, -5.634], [-0.288, 0.322, -4.574], [-2.913, -0.608, -1.437], [-3.594, -1.652, 0.878], [-2.108, -3.743, 1.455], [-1.726, -4.151, -3.965], [-0.153, -5.663, -5.394], [2.290, -4.702, -5.470], [-3.230, -1.714, -4.050], [-3.595, 0.021, -5.973], [-1.474, 1.478, -6.362]], "lowdin_charge": [1.2641, -0.1476, -0.1387, -0.0857, -0.1186, -0.1617, 0.1147, 0.1017, 0.1158, 0.0941, 0.1213, 0.1981, -0.1776, -0.0091, -0.0629, -0.0723, -0.0302, -0.2229, 0.1018, -0.2631, -0.3070, -0.3095, 1.0967, -0.4551, -0.0278, 0.1751, 0.1137, 0.1112, 0.1027, 0.0754, 0.0819, 0.0871, -0.2933, -0.6863, -0.4577, -0.1595, -0.2037, -0.3942, 1.0984, -0.4751, -0.1158, -0.1705, -0.3857, 1.0867, -0.4574, -0.1177, -0.1752, -0.3963, 1.0718, 0.1180, 0.1070, 0.0720, 0.1186, 0.1044, 0.0639, 0.1153, 0.1035, 0.0634], "total_charge": 1, "homo_lumo_gap_ev": [5.87, 6.35], "e_homo_ha": [-0.3723, -0.3723], "de_lowest_kj_mol": 259.4, "s_squared": 0.7883, "multiplicity": 2}

***

(2)
{"formula": "C5H11NO2", "method": "ωB97M-V/def2-TZVPD", "symbols": ["C", "C", "N", "C", "C", "C", "O", "H", "H", "H", "H", "H", "H", "H", "H", "H", "O", "H", "H"], "xyz": [[0.735, 1.552, -1.910], [0.208, 0.844, -0.798], [-0.816, 1.440, -0.003], [0.547, -0.550, -0.294], [1.724, -0.632, 0.704], [1.217, -0.292, 2.085], [0.270, 0.493, 2.307], [0.603, 2.480, -2.195], [1.588, 0.946, -2.296], [-1.261, 2.213, -0.402], [-1.165, 0.974, 0.968], [0.656, -1.093, -1.303], [-0.580, -0.815, -0.013], [2.585, 0.019, 0.287], [2.063, -1.604, 0.875], [1.711, -0.762, 2.909], [-3.145, -2.039, -0.162], [-3.168, -1.642, -1.069], [-3.770, -1.533, 0.308]], "lowdin_charge": [0.0290, -0.4053, 0.0371, -0.1759, -0.1325, -0.1892, -0.0008, -0.0296, 0.0503, 0.0502, 0.1469, 0.1323, 0.1357, 0.1625, 0.0775, 0.1050, -0.0572, 0.0634, 0.0003], "total_charge": 0, "homo_lumo_gap_ev": 8.21, "e_homo_ha": -0.2765, "de_lowest_kj_mol": 352.5, "smiles": "C=C(N)CCC=O.O"}

***

(3)
{"formula": "C33H79BNO13", "method": "ωB97M-V/def2-TZVPD", "symbols": ["C", "C", "O", "C", "C", "C", "C", "C", "B", "C", "N", "C", "H", "H", "H", "H", "H", "H", "H", "H", "H", "H", "H", "H", "H", "H", "H", "H", "H", "H", "H", "H", "H", "H", "H", "C", "O", "C", "C", "O", "C", "C", "O", "C", "H", "H", "H", "H", "H", "H", "H", "H", "H", "H", "H", "H", "H", "H", "C", "O", "C", "C", "O", "C", "C", "O", "C", "H", "H", "H", "H", "H", "H", "H", "H", "H", "H", "H", "H", "H", "H", "C", "O", "C", "C", "O", "C", "C", "O", "C", "H", "H", "H", "H", "H", "H", "H", "H", "H", "H", "H", "H", "H", "H", "C", "O", "C", "C", "O", "C", "C", "O", "C", "H", "H", "H", "H", "H", "H", "H", "H", "H", "H", "H", "H", "H", "H"], "xyz": [[10.522, -0.450, 0.793], [10.114, 0.593, 1.839], [8.731, 0.856, 1.783], [8.393, 2.191, 1.428], [6.923, 2.241, 1.054], [6.646, 1.908, -0.425], [5.429, 1.011, -0.633], [4.091, 1.678, -0.264], [2.752, 1.106, -1.076], [1.752, 0.221, -0.129], [1.319, 0.886, 1.151], [-0.088, 0.658, 1.463], [11.465, -0.182, 0.317], [9.752, -0.517, 0.026], [10.645, -1.437, 1.236], [10.690, 1.511, 1.698], [10.351, 0.227, 2.841], [8.618, 2.863, 2.265], [9.011, 2.492, 0.573], [6.545, 3.237, 1.286], [6.388, 1.526, 1.678], [7.536, 1.399, -0.823], [6.542, 2.831, -1.001], [5.572, 0.131, 0.005], [5.405, 0.673, -1.670], [3.933, 1.583, 0.818], [4.195, 2.756, -0.447], [3.125, 0.360, -1.997], [2.130, 2.044, -1.591], [0.843, 0.000, -0.703], [2.193, -0.754, 0.125], [1.836, 0.441, 1.897], [-0.264, 0.766, 2.538], [-0.431, -0.351, 1.184], [-0.705, 1.388, 0.933], [4.815, 7.882, -1.177], [6.047, 7.484, -1.735], [6.273, 6.082, -1.689], [6.938, 5.573, -2.946], [6.122, 5.596, -4.104], [5.863, 6.827, -4.744], [7.010, 7.377, -5.562], [8.055, 7.885, -4.750], [9.347, 7.639, -5.248], [4.842, 7.854, -0.082], [4.626, 8.906, -1.498], [3.993, 7.248, -1.527], [5.334, 5.543, -1.533], [6.931, 5.860, -0.839], [7.150, 4.515, -2.778], [7.893, 6.075, -3.121], [5.487, 7.580, -4.048], [5.061, 6.602, -5.452], [6.622, 8.192, -6.188], [7.387, 6.589, -6.223], [9.464, 6.595, -5.559], [10.051, 7.839, -4.441], [9.585, 8.293, -6.096], [-4.397, 0.627, 2.760], [-4.840, -0.255, 1.753], [-4.046, -0.227, 0.577], [-3.833, -1.608, 0.003], [-2.997, -2.456, 0.767], [-3.501, -3.024, 1.956], [-4.472, -4.165, 1.753], [-5.732, -3.718, 1.278], [-6.330, -4.572, 0.333], [-4.661, 1.666, 2.529], [-4.892, 0.339, 3.688], [-3.314, 0.559, 2.904], [-3.072, 0.231, 0.776], [-4.558, 0.381, -0.181], [-3.297, -1.472, -0.939], [-4.787, -2.091, -0.227], [-3.924, -2.270, 2.623], [-2.624, -3.447, 2.453], [-4.621, -4.662, 2.723], [-4.035, -4.894, 1.062], [-5.617, -4.871, -0.444], [-7.143, -4.020, -0.138], [-6.742, -5.473, 0.804], [-4.309, -4.444, 9.992], [-4.720, -4.093, 8.692], [-3.657, -3.807, 7.800], [-3.920, -4.339, 6.411], [-3.872, -5.750, 6.295], [-4.971, -6.519, 6.745], [-6.190, -6.464, 5.852], [-6.863, -5.224, 5.955], [-7.336, -4.721, 4.726], [-3.981, -3.567, 10.561], [-5.166, -4.888, 10.497], [-3.497, -5.179, 9.971], [-2.716, -4.227, 8.174], [-3.535, -2.718, 7.727], [-3.099, -3.984, 5.782], [-4.847, -3.931, 6.004], [-5.237, -6.289, 7.779], [-4.609, -7.550, 6.718], [-6.875, -7.267, 6.155], [-5.880, -6.652, 4.818], [-6.569, -4.778, 3.946], [-7.590, -3.672, 4.872], [-8.229, -5.258, 4.386], [-6.871, 0.193, -3.086], [-5.801, -0.442, -3.746], [-5.664, -1.819, -3.446], [-5.276, -2.629, -4.660], [-6.288, -2.760, -5.646], [-6.564, -1.661, -6.493], [-5.513, -1.381, -7.543], [-4.349, -0.810, -6.980], [-3.141, -1.231, -7.572], [-6.643, 0.374, -2.030], [-7.035, 1.151, -3.578], [-7.791, -0.398, -3.156], [-6.595, -2.216, -3.023], [-4.872, -1.936, -2.697], [-5.098, -3.650, -4.312], [-4.343, -2.260, -5.089], [-6.788, -0.756, -5.924], [-7.473, -1.950, -7.027], [-5.940, -0.675, -8.269], [-5.274, -2.311, -8.072], [-3.113, -2.320, -7.690], [-2.331, -0.933, -6.909], [-2.988, -0.761, -8.550]], "lowdin_charge": [-0.0692, -0.2865, -0.1594, -0.2431, -0.1753, -0.2242, -0.2624, -0.2318, -0.5156, -0.2737, -0.1526, -0.2008, 0.0626, 0.0750, 0.0630, 0.1053, 0.1092, 0.1147, 0.1170, 0.1073, 0.1128, 0.0975, 0.0859, 0.1054, 0.0846, 0.0659, 0.0640, 0.0347, 0.0276, 0.0629, 0.0731, 0.0725, 0.0582, 0.0583, 0.0623, -0.1166, -0.2000, -0.1971, -0.1791, -0.1113, -0.1914, -0.2049, -0.1937, -0.1224, 0.0867, 0.0826, 0.0914, 0.1266, 0.1264, 0.1212, 0.1188, 0.1196, 0.1288, 0.1238, 0.1227, 0.0869, 0.0855, 0.0842, -0.1095, -0.1958, -0.1857, -0.1876, -0.1113, -0.1864, -0.1981, -0.1995, -0.1165, 0.0876, 0.0842, 0.0853, 0.1135, 0.1224, 0.1284, 0.1106, 0.1201, 0.1309, 0.1083, 0.1268, 0.0872, 0.0851, 0.0841, -0.1174, -0.1926, -0.2007, -0.1838, -0.1212, -0.1883, -0.2060, -0.1920, -0.1006, 0.0867, 0.0855, 0.0869, 0.1239, 0.1285, 0.1285, 0.1197, 0.1200, 0.1269, 0.1253, 0.1237, 0.0670, 0.0922, 0.0892, -0.1103, -0.1865, -0.1974, -0.1776, -0.1223, -0.1899, -0.2098, -0.1939, -0.1099, 0.0809, 0.0875, 0.0871, 0.1238, 0.1098, 0.1282, 0.1218, 0.1200, 0.1257, 0.1254, 0.1234, 0.0864, 0.0919, 0.0861], "total_charge": -1, "homo_lumo_gap_ev": 6.14, "e_homo_ha": -0.1497}

***

(4)
{"formula": "C7H18BrI2LaOP2", "method": "ωB97M-V/def2-TZVPD", "symbols": ["I", "I", "La", "P", "C", "C", "H", "H", "H", "H", "H", "H", "C", "H", "H", "H", "P", "C", "C", "H", "H", "H", "C", "H", "H", "H", "H", "H", "H", "C", "O", "Br"], "xyz": [[0.001, -1.338, -6.358], [0.001, 1.363, -6.454], [-0.001, 0.027, 0.411], [-2.617, 0.010, 0.123], [-3.327, -0.057, -1.476], [-3.032, -1.409, 1.136], [-4.110, -1.291, 1.232], [-4.105, 1.408, 1.117], [-2.517, -1.383, 2.113], [-2.511, 1.571, 1.985], [-3.004, -0.981, -1.984], [-2.762, -2.341, 0.608], [-3.026, 1.514, 1.010], [-4.381, -0.046, -1.226], [-2.757, 2.396, 0.401], [-3.003, 0.819, -2.061], [2.617, -0.005, 0.130], [3.331, -0.074, -1.466], [3.032, 1.495, 1.022], [2.503, -1.400, 2.118], [4.099, -1.318, 1.241], [2.746, -2.358, 0.612], [3.020, -1.428, 1.142], [2.512, 1.554, 1.995], [4.109, 1.381, 1.134], [4.385, -0.066, -1.213], [3.012, 0.804, -2.051], [2.772, 2.379, 0.413], [3.007, -0.996, -1.975], [0.002, -0.093, -2.078], [0.004, -0.138, -3.201], [-0.004, 0.004, 3.047]], "lowdin_charge": [0.0809, 0.0697, 1.1876, 0.5381, -0.2594, -0.2377, 0.0718, 0.0726, 0.0319, 0.0425, 0.0742, 0.0760, -0.2336, 0.0624, 0.0752, 0.0743, 0.5381, -0.2594, -0.2338, 0.0320, 0.0717, 0.0761, -0.2376, 0.0422, 0.0725, 0.0624, 0.0741, 0.0753, 0.0744, -0.1674, 0.0366, 0.0161], "total_charge": 2, "homo_lumo_gap_ev": 5.62, "e_homo_ha": -0.5055, "de_lowest_kj_mol": 184.8}

***

(5)
{"formula": "C4H7N3S", "method": "ωB97M-V/def2-TZVPD", "symbols": ["H", "N", "C", "C", "C", "N", "S", "C", "N", "H", "H", "H", "H", "H", "H"], "xyz": [[0.795, -1.987, -0.976], [-0.140, -1.872, -0.516], [-0.112, -0.792, 0.105], [-1.415, -0.100, 0.434], [-2.520, -0.630, 0.029], [1.112, -0.047, 0.303], [2.695, -0.723, -0.042], [1.108, 1.253, -0.105], [0.035, 1.927, -0.460], [0.383, 2.819, -0.500], [-1.527, 0.791, 0.991], [-3.582, -0.234, 0.146], [-2.246, -1.604, -0.660], [3.354, -0.664, 1.398], [2.059, 1.863, -0.145]], "lowdin_charge": [0.0340, 0.1324, -0.4338, -0.1874, -0.0095, -0.4058, 0.7524, -0.3626, 0.0999, -0.0030, 0.0740, 0.0864, 0.1134, -0.0060, 0.1155], "total_charge": 0, "homo_lumo_gap_ev": 9.50, "e_homo_ha": -0.3483, "de_lowest_kj_mol": 425.1, "smiles": "[H]/N=C(/C=C)N(S)/C=N/[H]"}

***

(6)
{"formula": "C7H14", "method": "ωB97M-V/def2-TZVPD", "symbols": ["C", "C", "C", "C", "C", "H", "H", "H", "H", "H", "H", "H", "H", "H", "H", "C", "C", "H", "H", "H", "H"], "xyz": [[-1.078, 0.544, -1.568], [-0.331, 0.730, -0.483], [0.635, 1.888, -0.381], [-0.760, 0.138, 0.828], [-1.613, -1.125, 0.820], [-1.071, 1.273, -2.369], [-1.783, -0.279, -1.635], [1.162, 2.093, -1.320], [1.392, 1.760, 0.404], [0.035, 2.764, -0.125], [0.142, -0.084, 1.408], [-1.303, 0.963, 1.307], [-1.771, -1.434, 1.858], [-1.107, -1.950, 0.301], [-2.599, -0.996, 0.361], [1.730, -1.093, 0.741], [1.519, -0.945, -0.562], [2.361, -0.413, 1.310], [1.280, -1.912, 1.296], [2.031, -0.188, -1.144], [0.859, -1.607, -1.112]], "lowdin_charge": [0.0393, -0.4512, -0.0733, -0.2615, -0.1034, 0.0674, 0.0609, 0.0830, 0.0779, 0.0846, 0.0624, 0.1269, 0.0750, 0.0723, 0.0710, -0.1006, -0.1007, 0.0676, 0.0666, 0.0664, 0.0695], "total_charge": 0, "homo_lumo_gap_ev": 9.93, "e_homo_ha": -0.3251, "de_lowest_kj_mol": 236.2, "smiles": "C=C(C)CC.C=C"}

***

no.,largest force on an atom (eV Å⁻¹)
1,3.17
2,9.31
3,0.59
4,4.10
5,5.08
6,1.18